1 | {
  "formula": "C8H14N3O",
  "method": "ωB97M-V with the def2-TZVPD basis set",
  "elements": ["C", "C", "O", "C", "C", "N", "N", "C", "N", "C", "C", "C", "H", "H", "H", "H", "H", "H", "H", "H", "H", "H", "H", "H", "H", "H"],
  "positions_angstrom": [[3.975, -0.036, 0.501], [2.673, 0.593, 0.112], [2.461, 1.580, -0.515], [1.444, -0.295, 0.458], [1.501, -1.651, -0.131], [0.491, -2.241, -0.567], [-0.672, -1.621, -0.597], [-0.905, -0.399, -0.315], [-2.369, -0.050, -0.418], [-3.040, -0.109, 0.928], [-2.479, 1.233, -1.142], [0.200, 0.569, -0.068], [3.748, -1.055, 0.378], [4.006, -0.015, 1.540], [4.691, 0.365, -0.098], [1.410, -0.522, 1.481], [2.348, -2.207, 0.025], [-2.643, -0.989, -0.985], [-2.594, 0.635, 1.664], [-4.095, 0.291, 0.840], [-2.864, -1.066, 1.350], [-3.573, 1.360, -1.575], [-2.270, 2.018, -0.419], [-1.745, 1.304, -2.069], [-0.188, 1.269, 0.661], [0.490, 1.039, -1.038]],
  "lumo_ev": -3.80,
  "smiles": "CC(=O)[C@@H]1C=NN=C([NH+](C)C)C1",
  "e_homo_ev": -13.1,
  "total_charge": 1,
  "orbital_gap_ev": 9.3237
}

=====

2 | {
  "formula": "C8H14N3O",
  "method": "ωB97M-V with the def2-TZVPD basis set",
  "elements": ["C", "C", "C", "O", "C", "C", "C", "C", "N", "N", "C", "N", "H", "H", "H", "H", "H", "H", "H", "H", "H", "H", "H", "H", "H", "H"],
  "positions_angstrom": [[-2.619, 0.329, 0.189], [-1.343, -0.291, -0.115], [-1.360, -0.888, -1.561], [-0.872, -1.053, 1.009], [0.409, -1.763, 0.863], [1.454, -0.823, 0.481], [2.821, -0.948, 0.470], [3.251, 0.287, -0.079], [2.236, 0.941, -0.548], [1.121, 0.352, -0.119], [-0.044, 0.999, -0.304], [-0.034, 2.079, 0.752], [-3.544, -0.253, 0.223], [-2.850, 1.149, -0.463], [-2.791, 0.698, 1.136], [-1.903, -1.891, -1.318], [-0.434, -0.954, -1.964], [-1.825, -0.097, -2.224], [0.461, -2.548, 0.036], [0.574, -2.168, 1.869], [3.388, -1.787, 0.817], [4.193, 0.517, -0.556], [-0.202, 1.461, -1.282], [0.841, 2.522, 0.589], [-0.051, 1.468, 1.537], [-0.876, 2.662, 0.560]],
  "lumo_ev": -3.18,
  "smiles": "CC1(C)OCc2ccnn2[C@@H]1[NH3+]",
  "e_homo_ev": -13.1,
  "total_charge": 1,
  "orbital_gap_ev": 9.8764
}

=====

Energies, relative to the best one, in kcal/mol: 1 20.4; 2 0.0.

=====

1 | {
  "formula": "C5H15N2S",
  "method": "ωB97M-V with the def2-TZVPD basis set",
  "elements": ["C", "C", "N", "C", "C", "N", "C", "S", "H", "H", "H", "H", "H", "H", "H", "H", "H", "H", "H", "H", "H", "H", "H"],
  "positions_angstrom": [[1.995, -1.509, -1.003], [1.846, -0.073, -1.495], [0.606, 0.620, -1.203], [0.469, 0.478, 0.354], [-1.047, 0.742, 0.522], [-1.824, 0.239, -0.757], [-1.576, 0.411, 1.933], [-1.546, -1.396, 2.332], [1.696, -1.685, 0.105], [1.461, -2.224, -1.661], [2.995, -2.009, -1.052], [2.610, 0.696, -1.145], [2.072, -0.084, -2.628], [0.792, 1.657, -1.414], [0.681, -0.398, 0.891], [1.043, 1.383, 0.657], [-1.128, 1.877, 0.436], [-2.776, 0.586, -0.688], [-1.802, -0.825, -0.812], [-1.299, 0.722, -1.556], [-2.673, 0.769, 1.920], [-1.045, 1.205, 2.544], [-1.551, -1.182, 3.721]],
  "lumo_ev": -3.35,
  "smiles": "CCNC[C@@H]([NH3+])CS",
  "e_homo_ev": -13.1,
  "total_charge": 1,
  "orbital_gap_ev": 9.7108
}

=====

2 | {
  "formula": "C5H15N2S",
  "method": "ωB97M-V with the def2-TZVPD basis set",
  "elements": ["C", "C", "N", "C", "C", "N", "C", "S", "H", "H", "H", "H", "H", "H", "H", "H", "H", "H", "H", "H", "H", "H", "H"],
  "positions_angstrom": [[2.494, -1.536, -0.819], [2.007, -0.198, -1.405], [1.246, 0.560, -0.411], [0.199, -0.086, 0.359], [-0.970, 0.925, 0.440], [-1.811, 0.693, -0.805], [-1.849, 0.789, 1.681], [-3.212, -0.403, 1.577], [3.389, -1.861, -1.344], [2.777, -1.381, 0.224], [1.674, -2.252, -0.776], [2.861, 0.424, -1.671], [1.468, -0.300, -2.342], [1.909, 1.039, 0.182], [-0.037, -0.994, -0.205], [0.390, -0.405, 1.386], [-0.532, 1.906, 0.279], [-2.542, 1.399, -0.874], [-2.122, -0.277, -0.864], [-1.171, 0.832, -1.595], [-2.240, 1.768, 1.940], [-1.192, 0.572, 2.521], [-2.737, -1.214, 2.524]],
  "lumo_ev": -3.28,
  "smiles": "CCNC[C@@H]([NH3+])CS",
  "e_homo_ev": -12.8,
  "total_charge": 1,
  "orbital_gap_ev": 9.4927
}

=====

Energies, relative to the best one, in kcal/mol: 1 37.2; 2 0.0.

=====

1 | {
  "formula": "C28H56O7",
  "method": "ωB97M-V with the def2-TZVPD basis set",
  "elements": ["C", "C", "C", "O", "C", "H", "H", "H", "H", "H", "H", "H", "H", "C", "C", "C", "O", "C", "H", "H", "H", "H", "H", "H", "H", "H", "C", "C", "C", "O", "C", "H", "H", "H", "H", "H", "H", "H", "H", "C", "C", "C", "O", "C", "H", "H", "H", "H", "H", "H", "H", "H", "C", "C", "C", "O", "C", "H", "H", "H", "H", "H", "H", "H", "H", "C", "C", "C", "O", "C", "H", "H", "H", "H", "H", "H", "H", "H", "C", "C", "C", "O", "C", "H", "H", "H", "H", "H", "H", "H", "H"],
  "positions_angstrom": [[10.250, 18.712, 12.344], [9.279, 18.764, 11.042], [10.268, 18.664, 9.950], [11.289, 17.752, 10.421], [11.498, 17.887, 11.842], [9.738, 17.996, 13.209], [10.556, 19.643, 12.865], [8.903, 19.796, 10.937], [8.501, 18.077, 11.011], [10.698, 19.590, 9.408], [9.902, 18.283, 9.091], [12.242, 18.528, 12.226], [11.274, 16.931, 12.432], [12.449, 23.156, 8.117], [11.608, 23.009, 9.295], [12.546, 22.454, 10.466], [13.842, 22.446, 9.881], [13.667, 22.245, 8.436], [12.799, 24.078, 7.966], [11.942, 22.543, 7.361], [10.784, 22.358, 9.330], [11.228, 23.983, 9.697], [12.266, 21.475, 10.763], [12.833, 23.078, 11.294], [13.383, 21.268, 8.268], [14.660, 22.424, 7.834], [5.521, 18.045, 14.306], [5.363, 17.769, 12.898], [5.271, 16.222, 12.903], [4.801, 15.770, 14.104], [4.962, 16.841, 15.108], [4.994, 18.959, 14.794], [6.523, 18.252, 14.443], [6.157, 18.256, 12.328], [4.436, 18.105, 12.343], [6.396, 15.811, 12.826], [4.547, 15.960, 12.082], [5.598, 16.521, 16.053], [3.959, 17.298, 15.464], [7.010, 14.672, 9.972], [8.274, 15.319, 10.276], [9.287, 14.314, 9.598], [8.516, 13.392, 8.958], [7.287, 13.222, 9.610], [6.469, 15.015, 9.131], [6.335, 14.748, 11.061], [8.469, 15.643, 11.323], [8.335, 16.258, 9.570], [10.032, 13.989, 10.347], [10.044, 14.855, 9.043], [7.347, 12.791, 10.557], [6.485, 12.841, 9.065], [9.324, 14.512, 17.163], [10.524, 15.425, 17.257], [10.124, 16.621, 16.387], [8.727, 16.589, 16.330], [8.425, 15.181, 16.148], [8.925, 14.287, 17.981], [9.772, 13.518, 16.576], [11.493, 15.054, 16.894], [10.710, 15.604, 18.349], [10.411, 16.491, 15.351], [10.633, 17.481, 16.637], [8.702, 15.015, 15.126], [7.364, 15.028, 16.298], [5.871, 17.915, 8.381], [5.365, 18.914, 9.318], [5.235, 20.230, 8.568], [6.108, 20.135, 7.456], [6.048, 18.765, 7.106], [5.184, 17.162, 8.240], [6.888, 17.568, 8.686], [6.083, 19.055, 10.158], [4.463, 18.804, 9.603], [5.712, 21.139, 9.209], [4.247, 20.380, 8.341], [6.702, 18.558, 6.429], [5.197, 18.580, 6.421], [16.813, 20.209, 9.976], [15.678, 19.754, 10.992], [15.017, 18.547, 10.518], [16.005, 17.959, 9.717], [16.631, 18.975, 8.913], [17.716, 20.311, 10.568], [16.629, 21.127, 9.427], [15.231, 20.814, 11.162], [16.084, 19.589, 12.125], [13.972, 18.704, 9.982], [14.970, 17.854, 11.299], [15.891, 19.193, 8.142], [17.550, 18.571, 8.526]],
  "lumo_ev": 0.50,
  "smiles": "C1CCOC1.C1CCOC1.C1CCOC1.C1CCOC1.C1CCOC1.C1CCOC1.C1CCOC1",
  "e_homo_ev": -9.4,
  "total_charge": 0,
  "orbital_gap_ev": 9.8918
}

=====

2 | {
  "formula": "C28H56O7",
  "method": "ωB97M-V with the def2-TZVPD basis set",
  "elements": ["C", "C", "C", "O", "C", "H", "H", "H", "H", "H", "H", "H", "H", "C", "C", "C", "O", "C", "H", "H", "H", "H", "H", "H", "H", "H", "C", "C", "C", "O", "C", "H", "H", "H", "H", "H", "H", "H", "H", "C", "C", "C", "O", "C", "H", "H", "H", "H", "H", "H", "H", "H", "C", "C", "C", "O", "C", "H", "H", "H", "H", "H", "H", "H", "H", "C", "C", "C", "O", "C", "H", "H", "H", "H", "H", "H", "H", "H", "C", "C", "C", "O", "C", "H", "H", "H", "H", "H", "H", "H", "H"],
  "positions_angstrom": [[3.707, -3.977, -4.794], [2.699, -2.875, -4.452], [3.462, -1.612, -4.838], [4.819, -1.869, -4.537], [5.075, -3.265, -4.658], [3.543, -4.370, -5.796], [3.669, -4.807, -4.089], [2.422, -2.882, -3.398], [1.790, -2.989, -5.045], [3.147, -0.708, -4.319], [3.348, -1.436, -5.918], [5.560, -3.571, -3.730], [5.718, -3.469, -5.515], [1.528, 4.138, -0.574], [1.449, 3.130, 0.559], [0.526, 3.849, 1.524], [0.832, 5.241, 1.395], [1.504, 5.480, 0.159], [0.607, 4.045, -1.161], [2.364, 3.977, -1.252], [2.413, 2.952, 1.040], [1.030, 2.162, 0.279], [0.670, 3.586, 2.573], [-0.532, 3.704, 1.275], [2.516, 5.821, 0.391], [0.954, 6.232, -0.407], [-3.704, -1.284, 3.953], [-2.254, -1.152, 3.470], [-1.497, -1.951, 4.576], [-2.426, -2.299, 5.600], [-3.578, -1.499, 5.455], [-4.187, -2.170, 3.535], [-4.340, -0.448, 3.653], [-1.912, -0.122, 3.458], [-2.139, -1.675, 2.527], [-0.708, -1.334, 5.019], [-1.041, -2.857, 4.178], [-3.526, -0.566, 6.034], [-4.442, -2.042, 5.845], [-3.372, 2.758, -2.208], [-3.083, 3.848, -3.230], [-3.990, 3.417, -4.373], [-4.061, 1.994, -4.318], [-3.480, 1.545, -3.093], [-4.324, 2.956, -1.700], [-2.664, 2.680, -1.380], [-2.022, 3.857, -3.488], [-3.311, 4.849, -2.860], [-3.582, 3.735, -5.333], [-5.002, 3.809, -4.244], [-2.479, 1.150, -3.345], [-3.983, 0.673, -2.670], [5.367, -4.938, 1.797], [4.548, -5.705, 0.743], [3.921, -4.580, -0.075], [3.674, -3.557, 0.864], [4.834, -3.507, 1.724], [6.430, -4.973, 1.548], [5.280, -5.364, 2.795], [3.742, -6.261, 1.222], [5.129, -6.396, 0.135], [2.967, -4.867, -0.519], [4.582, -4.226, -0.880], [4.451, -3.117, 2.665], [5.548, -2.799, 1.298], [-2.680, 2.804, 3.134], [-3.206, 2.109, 1.883], [-4.498, 2.885, 1.598], [-4.916, 3.469, 2.844], [-3.984, 3.120, 3.869], [-2.177, 3.745, 2.905], [-2.037, 2.195, 3.769], [-3.433, 1.071, 2.134], [-2.466, 2.134, 1.083], [-5.294, 2.210, 1.286], [-4.291, 3.697, 0.899], [-4.346, 2.212, 4.369], [-3.875, 3.935, 4.581], [-0.260, -0.202, -1.394], [1.144, -0.795, -1.198], [1.145, -1.216, 0.285], [-0.060, -0.763, 0.888], [-1.012, -0.656, -0.147], [-0.813, -0.494, -2.286], [-0.213, 0.891, -1.382], [1.938, -0.087, -1.410], [1.231, -1.679, -1.829], [1.984, -0.767, 0.819], [1.282, -2.297, 0.386], [-1.825, 0.036, 0.099], [-1.524, -1.625, -0.274]],
  "lumo_ev": 0.52,
  "smiles": "C1CCOC1.C1CCOC1.C1CCOC1.C1CCOC1.C1CCOC1.C1CCOC1.C1CCOC1",
  "e_homo_ev": -9.5,
  "total_charge": 0,
  "orbital_gap_ev": 10.0337
}

=====

Energies, relative to the best one, in kcal/mol: 1 230.1; 2 0.0.

=====

1 | {
  "formula": "C2H3N4",
  "method": "ωB97M-V with the def2-TZVPD basis set",
  "elements": ["C", "C", "N", "N", "N", "N", "H", "H", "H"],
  "positions_angstrom": [[1.052, 0.743, 0.053], [-0.402, -1.097, -0.891], [0.325, 1.560, 1.651], [-0.637, 1.157, 2.008], [1.314, 1.681, 0.945], [0.312, -0.134, -0.145], [-1.089, -1.767, -0.434], [-1.141, -0.622, -1.537], [0.266, -1.522, -1.651]],
  "lumo_ev": -7.23,
  "e_homo_ev": -16.5,
  "total_charge": 1,
  "orbital_gap_ev": 9.2801
}

=====

2 | {
  "formula": "C2H3N4",
  "method": "ωB97M-V with the def2-TZVPD basis set",
  "elements": ["H", "N", "N", "N", "N", "C", "C", "H", "H"],
  "positions_angstrom": [[3.665, -1.261, -0.505], [2.804, -0.795, -0.314], [1.860, -0.336, 0.283], [0.784, -0.433, 0.784], [-0.149, 0.585, 1.047], [-1.232, 0.537, 0.428], [-2.325, 0.487, -0.181], [-2.198, 1.413, -0.895], [-3.209, -0.198, -0.647]],
  "lumo_ev": [-7.04, -7.04],
  "smiles": "[H]/N=N\\N=[N+]=C=C",
  "e_homo_ev": [-14.6, -14.6],
  "total_charge": 1,
  "orbital_gap_ev": [7.5634, 7.5640]
}

=====

Energies, relative to the best one, in kcal/mol: 1 0.0; 2 68.6.

=====

1 | {
  "formula": "CH3NSi",
  "method": "ωB97M-V with the def2-TZVPD basis set",
  "elements": ["C", "N", "Si", "H", "H", "H"],
  "positions_angstrom": [[0.866, -1.118, -0.505], [-1.341, 1.190, 0.145], [-0.040, 0.181, 0.345], [1.263, 0.376, 1.039], [0.627, -2.133, -0.133], [-1.375, 1.504, -0.892]],
  "lumo_ev": [-2.12, -2.13],
  "e_homo_ev": [-9.0, -9.0],
  "total_charge": 0,
  "orbital_gap_ev": [6.9047, 6.9074]
}

=====

2 | {
  "formula": "CH3NSi",
  "method": "ωB97M-V with the def2-TZVPD basis set",
  "elements": ["C", "N", "Si", "H", "H", "H"],
  "positions_angstrom": [[-3.219, -0.061, -2.429], [-2.311, -0.095, -1.689], [0.029, 0.002, 0.084], [0.221, 1.303, -0.531], [-0.426, -0.022, 1.462], [0.876, -1.084, -0.370]],
  "lumo_ev": -2.56,
  "e_homo_ev": -9.1,
  "total_charge": 0,
  "orbital_gap_ev": 6.5632
}

=====

Energies, relative to the best one, in kcal/mol: 1 33.9; 2 0.0.

=====

1 | {
  "formula": "C3H15NO5",
  "method": "ωB97M-V with the def2-TZVPD basis set",
  "elements": ["C", "C", "C", "N", "O", "H", "H", "H", "H", "H", "H", "H", "O", "H", "H", "O", "H", "H", "O", "H", "H", "O", "H", "H"],
  "positions_angstrom": [[1.914, -0.356, -0.872], [0.782, -1.291, -1.394], [-0.643, -0.803, -1.121], [-1.370, -1.527, -0.260], [-1.117, 0.219, -1.649], [1.601, 0.679, -0.832], [1.992, -0.556, 0.194], [2.876, -0.479, -1.341], [0.922, -2.246, -0.906], [0.825, -1.316, -2.484], [-0.935, -2.189, 0.381], [-2.311, -1.375, 0.068], [-0.649, 2.266, 1.118], [-1.338, 1.611, 0.897], [-0.163, 2.341, 0.260], [0.121, 0.404, 2.637], [0.375, 0.351, 3.556], [-0.076, 1.294, 2.232], [0.154, 2.637, -1.503], [-0.192, 1.703, -1.494], [-0.640, 3.183, -1.548], [0.532, -2.096, 1.865], [0.524, -1.126, 2.075], [1.445, -2.387, 1.862]],
  "lumo_ev": 0.64,
  "smiles": "CCC(N)=O.O.O.O.O",
  "e_homo_ev": -10.2,
  "total_charge": 0,
  "orbital_gap_ev": 10.8892
}

=====

2 | {
  "formula": "C3H15NO5",
  "method": "ωB97M-V with the def2-TZVPD basis set",
  "elements": ["C", "C", "N", "C", "H", "H", "H", "H", "H", "O", "H", "H", "O", "H", "H", "O", "H", "H", "O", "H", "H", "O", "H", "H"],
  "positions_angstrom": [[-1.590, -1.632, -0.690], [-2.194, -0.606, -0.108], [-1.591, 0.563, 0.384], [-1.763, 1.701, -0.122], [-0.535, -1.446, -0.888], [-1.981, -2.620, -0.856], [-3.189, -0.721, 0.325], [-1.362, 2.611, 0.304], [-2.273, 1.811, -1.083], [0.321, 2.038, -1.578], [1.000, 2.443, -2.134], [0.429, 1.121, -1.895], [1.619, -0.446, -1.503], [2.493, -0.570, -1.794], [1.681, 0.018, -0.625], [0.228, -0.502, 2.226], [-0.001, -0.316, 3.144], [-0.566, -0.211, 1.748], [1.583, 1.202, 0.572], [1.092, 1.717, -0.095], [1.031, 0.824, 1.277], [1.773, -2.519, 0.901], [1.333, -1.698, 1.151], [1.626, -2.553, -0.051]],
  "lumo_ev": 0.49,
  "smiles": "C=CN=C.O.O.O.O.O",
  "e_homo_ev": -9.4,
  "total_charge": 0,
  "orbital_gap_ev": 9.8962
}

=====

Energies, relative to the best one, in kcal/mol: 1 0.0; 2 49.8.